13
Properties=species:S:1:pos:R:3:lowdin_charge:R:1 method="wB97M-V/def2-TZVPD" orbital_gap_ev="7.290 / 7.542" homo_ev="-7.55 / -7.70" mol_weight_g_mol=94.11 e_lumo_ev="-0.26 / -0.15"
C -0.31065 1.25008 -0.97951 -0.26
C -0.29497 2.77264 -0.86730 0.07
C -0.89892 0.18491 -0.75648 0.03
C 1.15129 1.53619 -0.92740 -0.23
C -1.82599 -0.89218 -0.53412 -0.08
C 1.87072 1.06750 0.30636 -0.06
O 0.96908 2.94818 -0.92581 0.01
H -1.29451 -1.81547 -0.29371 0.08
H -2.41215 -1.05658 -1.43990 0.09
H -2.50842 -0.65657 0.28609 0.09
H 2.00539 -0.00895 0.24656 0.08
H 1.33267 1.29781 1.23215 0.09
H 2.84186 1.55729 0.34255 0.08


13
Properties=species:S:1:pos:R:3:lowdin_charge:R:1 method="wB97M-V/def2-TZVPD" orbital_gap_ev=9.337 homo_ev=-9.56 mol_weight_g_mol=94.11 e_lumo_ev=-0.22
O 0.04957 -1.82852 1.70786 -0.01
C 0.38420 -1.13655 0.54110 -0.39
C -0.83701 -0.67590 -0.29531 -0.09
C -0.26637 0.64443 -0.68217 -0.10
C -0.15419 1.78877 -1.32161 0.05
C 0.99915 0.20173 0.66126 -0.21
C 1.57963 1.32408 0.69243 0.14
H -0.02017 -1.19156 2.42904 0.10
H 1.03135 -1.78466 -0.05781 0.16
H -1.68603 -0.53161 0.38226 0.13
H -1.09998 -1.36254 -1.10044 0.12
H -0.65464 2.28923 -2.15180 0.08
H 0.67449 2.26308 -0.80481 0.01


13
Properties=species:S:1:pos:R:3:lowdin_charge:R:1 method="wB97M-V/def2-TZVPD" smiles="C=C1C=COC=C1" orbital_gap_ev=8.946 homo_ev=-7.97 mol_weight_g_mol=94.11 e_lumo_ev=0.97
C -0.45421 -1.95817 -0.26700 0.02
C -0.18904 -0.70753 0.00143 -0.36
C -1.08498 0.24404 0.66584 -0.01
C -0.74938 1.57788 0.62331 -0.06
O 0.40744 2.07313 0.00046 -0.03
C 1.19746 1.03739 -0.50216 -0.15
C 1.17744 -0.23672 -0.27527 -0.06
H -1.45385 -2.36599 0.02143 0.08
H 0.31162 -2.59915 -0.33750 0.02
H -2.10734 0.00677 0.85310 0.10
H -1.20065 2.41322 1.15937 0.12
H 2.11438 1.39498 -1.12439 0.15
H 2.03111 -0.87986 -0.81862 0.17


13
Properties=species:S:1:pos:R:3:lowdin_charge:R:1 method="wB97M-V/def2-TZVPD" orbital_gap_ev=8.655 homo_ev=-9.33 mol_weight_g_mol=94.11 e_lumo_ev=-0.68
O -1.64402 0.67647 1.75012 0.00
C -0.75183 0.82030 0.69474 -0.33
C 0.69672 0.25820 0.81183 -0.05
C 0.53328 -0.32595 -0.58487 -0.27
C 1.25340 -0.82650 -1.58181 0.07
C -0.93874 -0.04557 -0.56398 -0.32
C -1.85285 -0.57832 -1.32334 0.26
H -1.84507 -0.26319 1.85305 0.11
H -0.74534 1.87853 0.42011 0.16
H 0.75343 -0.51380 1.58861 0.13
H 1.48374 0.99702 0.98584 0.12
H 2.32963 -0.95367 -1.56709 0.06
H 0.72765 -1.12351 -2.48321 0.07


14
Properties=species:S:1:pos:R:3:lowdin_charge:R:1 method="wB97M-V/def2-TZVPD" orbital_gap_ev=10.819 homo_ev=-9.86 mol_weight_g_mol=110.11 e_lumo_ev=0.96
C -1.84225 -0.45326 0.10828 -0.01
C -0.39227 -0.14928 0.12109 -0.40
C 1.33837 0.77186 0.62721 -0.13
C 1.78596 -0.27854 -0.40881 0.00
C 0.65416 -0.90183 -0.71227 0.02
C 0.07910 1.33530 -0.09297 -0.25
H -2.50263 0.15719 0.74284 0.09
H -2.30123 -0.36577 -0.93166 0.12
H -2.08592 -1.48488 0.43911 0.09
H 2.04868 1.26564 1.26609 0.14
H 2.77838 -0.46888 -0.80433 0.11
H 0.47738 -1.78472 -1.29335 0.11
O 0.34007 -0.01315 1.39998 -0.02
O -0.37781 2.37030 -0.46121 0.15


14
Properties=species:S:1:pos:R:3:lowdin_charge:R:1 method="wB97M-V/def2-TZVPD" smiles="CC(=O)c1ccco1" orbital_gap_ev=10.010 homo_ev=-9.21 mol_weight_g_mol=110.11 e_lumo_ev=0.80
C 1.46385 -1.34595 -1.24887 0.03
C 0.08167 -1.31458 -0.63195 -0.38
O -0.67564 -2.26609 -0.64608 0.08
C -0.29391 -0.10952 0.16272 -0.19
C -1.00860 0.10141 1.28871 0.00
C -1.00934 1.51192 1.48011 -0.04
C -0.39335 2.01662 0.40560 -0.12
O 0.13074 1.10613 -0.41171 0.05
H 1.55365 -2.35588 -1.76678 0.13
H 1.47370 -0.35938 -1.90301 0.14
H 1.99812 -0.96447 -0.61651 -0.03
H -1.45885 -0.86198 1.70380 0.16
H -1.71056 1.92677 2.11305 0.09
H -0.15146 2.91501 0.07092 0.09


14
Properties=species:S:1:pos:R:3:lowdin_charge:R:1 method="wB97M-V/def2-TZVPD" orbital_gap_ev=9.734 homo_ev=-9.43 mol_weight_g_mol=110.11 e_lumo_ev=0.30
C 0.23864 -0.81343 -0.40750 -0.35
C -0.02036 -0.27732 1.14902 -0.05
C -0.55217 1.03773 0.46407 -0.18
C 0.73184 1.47137 -0.44064 0.02
C 1.10533 0.24529 -0.84464 -0.07
C -1.05502 0.05859 -0.52458 -0.28
H -0.31764 -2.83148 -0.48857 0.18
H 0.61798 0.02408 2.11957 0.16
H -0.90277 -0.89568 1.50444 0.12
H -1.42075 1.60352 0.99765 0.18
H 1.45831 2.38963 -0.15799 0.16
H 1.73565 -0.11801 -1.56839 0.10
O 0.51590 -2.20488 -0.55055 0.00
O -2.13494 0.31059 -1.25191 0.01


16
Properties=species:S:1:pos:R:3:lowdin_charge:R:1 method="wB97M-V/def2-TZVPD" orbital_gap_ev="7.188 / 7.188" homo_ev="-7.55 / -7.55" mol_weight_g_mol=174.25 e_lumo_ev="-0.36 / -0.36"
O -3.19038 -0.40120 0.61786 -0.02
C -2.08352 0.17295 0.10161 -0.21
C -0.86273 -0.39915 0.26252 -0.39
S -0.60534 -1.79920 1.39885 0.98
C 1.12125 -1.57424 1.34482 -0.38
C 1.54559 -0.61611 0.51452 -0.24
C 0.51035 -0.00048 -0.21624 -0.45
S 1.26517 -0.33169 -2.10845 0.88
C 0.63808 1.04915 -1.24017 -0.80
O 1.54006 2.02487 -1.18856 -0.05
H -3.91404 0.29930 0.89399 0.18
H -2.03078 0.98886 -0.62152 0.12
H 1.59870 -2.07534 2.11519 0.04
H 2.51020 -0.16227 0.45103 0.11
H -0.34995 1.35830 -1.55338 0.10
H 2.30734 1.46625 -0.77207 0.13


In order of appearance, E_tot = -307.17611, -307.21697, -307.35529, -307.26782, -382.61198, -382.61127, -382.49873, -1178.96636 Ha.